{
  "formula": "C28H23F2FeN6O2P",
  "method": "the ωB97M-V functional and the def2-TZVPD basis",
  "multiplicity": 6,
  "s2": 8.7623,
  "total_charge": 1,
  "energy_ha": -3364.35318,
  "symbols": ["Fe", "O", "C", "O", "C", "C", "C", "C", "C", "C", "P", "C", "C", "C", "C", "C", "C", "C", "C", "C", "C", "C", "C", "H", "H", "H", "H", "H", "H", "H", "H", "H", "H", "H", "H", "H", "H", "N", "C", "N", "C", "N", "N", "C", "N", "C", "C", "C", "C", "C", "N", "H", "H", "H", "H", "H", "H", "H", "H", "F", "C", "F", "H"],
  "positions_angstrom": [[0.7976, 1.0227, 0.1636], [-0.0487, 1.4857, 3.7409], [-0.7351, 0.7546, 3.0211], [-1.6052, 1.0286, 2.1390], [-0.6545, -0.7309, 3.3774], [-0.5174, -1.1206, 4.7370], [-0.3543, -2.4987, 4.9959], [-0.6527, -3.4490, 4.0256], [-0.8110, -3.0619, 2.6654], [-0.7030, -1.6897, 2.3440], [-0.5798, -1.0839, 0.6325], [-2.1778, -1.1850, -0.1846], [-2.2837, -0.4548, -1.3738], [-3.5377, -0.5334, -2.0318], [-4.5579, -1.2920, -1.5397], [-4.3945, -2.0376, -0.3723], [-3.2111, -2.0027, 0.3341], [0.3787, -2.4351, -0.1287], [1.3403, -3.1060, 0.6673], [1.9238, -4.2584, 0.1608], [1.7495, -4.6382, -1.1516], [0.7421, -4.0330, -1.9536], [0.0508, -2.9349, -1.3654], [-0.4967, -0.4599, 5.6182], [-0.0056, -2.9053, 5.9574], [-0.9177, -4.4576, 4.3893], [-1.1034, -3.7852, 1.9052], [-1.4912, 0.0769, -1.8668], [-3.5920, 0.0827, -2.9350], [-5.5564, -1.3588, -1.9838], [-5.1605, -2.6494, -0.0250], [-2.9743, -2.7118, 1.1594], [1.6182, -2.6597, 1.6408], [2.6498, -4.7547, 0.7477], [2.2954, -5.5436, -1.5229], [0.5779, -4.4234, -2.9698], [-0.6571, -2.4752, -2.0018], [1.8963, 0.0072, -2.9486], [1.5335, 1.2902, -3.0221], [1.8385, 1.9539, -4.1270], [1.3907, 3.2148, -4.1300], [1.5558, 4.0515, -5.1832], [0.7407, 3.7851, -3.0165], [0.6824, 3.0217, -1.9871], [0.8603, 1.6714, -1.9244], [0.5104, 3.7594, -0.7502], [0.6580, 5.1686, -0.6019], [0.5027, 5.7377, 0.6394], [0.2508, 4.8834, 1.7760], [0.2278, 3.5627, 1.5688], [0.3488, 2.9634, 0.3333], [2.4839, -0.3880, -3.6850], [1.5467, -0.4655, -2.1412], [2.0749, 3.6983, -6.0074], [1.2409, 5.0095, -5.1644], [0.9477, 5.6295, -1.5399], [0.7529, 6.8414, 0.7038], [0.2498, 5.3856, 2.7503], [0.0608, 2.8770, 2.3890], [3.8566, 0.9551, 0.3331], [2.7199, 0.7393, 1.1165], [2.8775, -0.5407, 1.6688], [2.8470, 1.4670, 1.9336]],
  "mulliken_charge": [0.15, -0.78, 0.00, -0.67, 0.62, -0.60, -0.65, -0.92, -0.27, 0.29, 1.15, 0.80, -0.51, -0.56, -0.71, -0.64, -0.56, 0.69, -0.33, -0.93, -0.46, -0.77, -0.15, 0.45, 0.40, 0.38, 0.56, 0.40, 0.40, 0.37, 0.52, 0.21, 0.51, 0.44, 0.34, 0.41, 0.46, -0.19, 0.31, -0.72, 0.39, -0.34, -0.68, -0.19, 0.29, 1.22, -0.67, -0.30, -1.16, 0.00, 0.28, 0.26, -0.10, 0.27, 0.25, 0.50, 0.35, 0.44, 0.78, -0.28, 0.23, -0.22, 0.24]
}